{"formula": "C29H39F4NO22", "method": "wB97M-V/def2-TZVPD", "elements": ["O", "C", "O", "C", "C", "F", "O", "H", "H", "H", "O", "C", "O", "C", "C", "F", "O", "H", "H", "H", "O", "C", "O", "C", "C", "F", "O", "H", "H", "H", "O", "C", "O", "C", "C", "F", "O", "H", "H", "H", "C", "N", "O", "O", "H", "H", "H", "O", "C", "C", "C", "C", "O", "H", "H", "H", "H", "H", "H", "O", "C", "C", "C", "C", "O", "H", "H", "H", "H", "H", "H", "O", "C", "C", "C", "C", "O", "H", "H", "H", "H", "H", "H", "O", "C", "C", "C", "C", "O", "H", "H", "H", "H", "H", "H"], "xyz": [[-8.45424, 1.85485, -2.55584], [-7.52542, 1.30720, -2.15402], [-6.50478, 1.90721, -1.50495], [-5.44935, 0.98549, -1.40956], [-6.21481, -0.32529, -1.48873], [-6.59902, -0.71816, -0.22982], [-7.35497, -0.07951, -2.25173], [-4.79902, 1.13607, -2.27246], [-4.92447, 1.17948, -0.48507], [-5.72227, -1.18314, -1.93678], [3.93344, -3.34458, 1.77396], [4.21762, -2.37813, 2.38293], [5.47694, -1.92755, 2.64837], [5.34044, -0.79773, 3.52076], [3.90855, -0.34332, 3.32752], [3.69205, 0.58315, 2.33775], [3.28548, -1.57401, 3.01184], [5.40359, -1.17723, 4.55877], [6.11317, -0.03766, 3.36497], [3.52023, 0.08818, 4.23475], [-2.50927, 1.37599, 0.71549], [-1.48759, 0.87230, 1.06745], [-0.45083, 0.55920, 0.24570], [0.40173, -0.29830, 1.00520], [-0.02450, -0.12529, 2.44698], [0.81004, 0.68131, 3.17466], [-1.29205, 0.50203, 2.37211], [0.25093, -1.30483, 0.60884], [1.44553, 0.03275, 0.85051], [-0.16680, -1.02817, 3.02958], [-6.33537, -3.97590, 0.71562], [-5.38768, -3.36450, 1.02212], [-4.63523, -2.60589, 0.18581], [-3.53812, -2.02611, 0.93502], [-3.75280, -2.47946, 2.37881], [-4.07798, -1.45262, 3.22274], [-4.81647, -3.38841, 2.29142], [-2.59371, -2.43114, 0.53300], [-3.60717, -0.94793, 0.91286], [-2.91442, -3.02138, 2.83959], [-0.38426, -0.76644, -2.50181], [-1.23714, 0.45419, -2.71959], [-2.45168, 0.24468, -2.68465], [-0.73251, 1.54274, -2.81432], [-0.62864, -1.31815, -1.59906], [0.64339, -0.44720, -2.62364], [-0.61489, -1.39524, -3.35227], [1.90582, 4.10508, 0.87673], [2.02581, 3.92429, -0.32667], [2.18868, 2.60924, -1.05777], [2.79047, 2.98600, -2.39428], [2.29487, 4.44509, -2.57391], [1.98340, 4.92320, -1.24139], [2.73905, 1.79425, -0.57328], [1.14322, 2.20616, -1.11010], [3.90050, 3.06300, -2.33846], [2.54015, 2.33960, -3.24083], [3.05510, 5.07374, -3.02075], [1.32409, 4.44285, -3.11401], [2.62351, -1.02531, -0.76403], [3.58835, -0.88094, -1.55133], [4.95503, -1.55186, -1.52411], [5.83177, -0.58824, -2.34444], [4.79511, 0.00632, -3.34073], [3.49738, -0.12093, -2.62720], [5.24582, -1.77644, -0.51066], [4.81150, -2.49592, -2.07757], [6.26000, 0.20364, -1.73025], [6.61239, -1.13094, -2.90059], [4.92928, 1.05439, -3.60662], [4.74359, -0.61788, -4.25552], [-2.05223, 7.57082, -0.35333], [-2.21346, 6.38636, -0.54219], [-1.42465, 5.38348, -1.29707], [-1.98579, 4.05706, -0.82473], [-3.38804, 4.45631, -0.39913], [-3.32942, 5.82064, -0.06700], [-1.60340, 5.55479, -2.37949], [-0.37322, 5.55255, -1.14533], [-1.98766, 3.35106, -1.66343], [-1.44567, 3.60226, 0.01707], [-4.10712, 4.28940, -1.19535], [-3.69499, 3.88635, 0.48439], [-1.10118, -4.05765, 1.14735], [-0.21752, -4.66333, 1.69271], [1.00982, -4.04603, 2.38306], [1.57911, -5.26134, 3.19138], [0.96061, -6.45561, 2.43655], [-0.15349, -6.00978, 1.68772], [1.66204, -3.58065, 1.66035], [0.73953, -3.18711, 2.97850], [2.67188, -5.24434, 3.28226], [1.14039, -5.27033, 4.17512], [1.62300, -6.98601, 1.74779], [0.65093, -7.18081, 3.19974]], "lowdin_charge": [0.218, -0.552, 0.077, -0.066, -0.314, 0.058, 0.138, 0.127, 0.128, 0.164, 0.176, -0.525, 0.074, -0.050, -0.300, 0.063, 0.107, 0.150, 0.150, 0.164, 0.153, -0.523, 0.049, -0.062, -0.277, 0.067, 0.144, 0.127, 0.117, 0.155, 0.201, -0.533, 0.052, -0.032, -0.311, 0.060, 0.123, 0.115, 0.116, 0.156, 0.062, -0.412, 0.049, 0.068, 0.091, 0.080, 0.099, 0.101, -0.461, -0.085, -0.158, -0.123, 0.002, 0.112, 0.124, 0.119, 0.110, 0.121, 0.132, 0.050, -0.451, -0.059, -0.128, -0.089, 0.003, 0.110, 0.145, 0.116, 0.120, 0.114, 0.133, 0.108, -0.488, -0.073, -0.149, -0.168, 0.046, 0.149, 0.104, 0.098, 0.111, 0.126, 0.125, 0.099, -0.448, -0.063, -0.110, -0.163, 0.050, 0.097, 0.099, 0.111, 0.106, 0.128, 0.126], "e_homo_ev": -9.56, "smiles": "O=C1OC[C@@H](F)O1.O=C1OC[C@@H](F)O1.O=C1OC[C@@H](F)O1.O=C1OC[C@@H](F)O1.C[N+](=O)[O-].O=C1CCCO1.O=C1CCCO1.O=C1CCCO1.O=C1CCCO1", "total_energy_ev": -88109.2193, "gap_ha": 0.342}



{"formula": "C19H26F3N5O", "method": "wB97M-V/def2-TZVPD", "elements": ["C", "C", "C", "C", "C", "N", "N", "N", "N", "C", "C", "N", "C", "C", "C", "O", "C", "C", "C", "C", "C", "C", "F", "F", "F", "C", "C", "C", "H", "H", "H", "H", "H", "H", "H", "H", "H", "H", "H", "H", "H", "H", "H", "H", "H", "H", "H", "H", "H", "H", "H", "H", "H", "H"], "xyz": [[-2.68438, -0.55050, 4.68032], [-1.55743, 0.04024, 3.83924], [-0.17136, -0.56774, 4.11354], [0.13646, -0.62258, 5.60987], [-0.04654, -1.96300, 3.49665], [0.84570, 0.28113, 3.49649], [2.00136, 0.51419, 4.12683], [2.72869, 1.22727, 3.37799], [2.11448, 1.49386, 2.23673], [0.93760, 0.90803, 2.29310], [-0.04009, 0.99627, 1.17636], [-0.39801, -0.32503, 0.68186], [-1.55912, -0.33519, -0.18456], [-1.30266, 0.25145, -1.57871], [-0.15331, -0.51596, -2.26826], [-0.48010, -1.88920, -2.41560], [0.09783, 0.09765, -3.64322], [-0.91236, 0.03565, -4.60184], [-0.74073, 0.56450, -5.86717], [0.45243, 1.17380, -6.21273], [1.46364, 1.23431, -5.26774], [2.77343, 1.89881, -5.58620], [2.91524, 3.06755, -4.92989], [2.92405, 2.17894, -6.88784], [3.82887, 1.14555, -5.23342], [1.29490, 0.70430, -3.99446], [1.06981, -0.46871, -1.34424], [0.70798, -1.01975, 0.04032], [-3.63392, -0.13642, 4.34863], [-2.73140, -1.63017, 4.56809], [-2.56472, -0.31108, 5.73285], [-1.79589, -0.12154, 2.78853], [-1.51013, 1.11664, 4.02646], [0.01346, 0.35846, 6.06232], [-0.52672, -1.32861, 6.09904], [1.16299, -0.94060, 5.76591], [-0.26300, -1.92078, 2.43254], [-0.74246, -2.64557, 3.97484], [0.96189, -2.34481, 3.64068], [0.43196, 1.64051, 0.41992], [-0.94963, 1.49693, 1.51991], [-2.37301, 0.20839, 0.30272], [-1.86030, -1.38153, -0.29606], [-1.02993, 1.30543, -1.50645], [-2.21877, 0.18026, -2.16778], [-1.21545, -1.97842, -3.03069], [-1.85926, -0.42977, -4.36397], [-1.54039, 0.50300, -6.58907], [0.59813, 1.58978, -7.19705], [2.11438, 0.76896, -3.29780], [1.42183, 0.55756, -1.24543], [1.86448, -1.08247, -1.76688], [1.58215, -0.96216, 0.69161], [0.41733, -2.06784, -0.06635]], "nbo_charge": [-0.608, -0.401, 0.136, -0.619, -0.627, -0.197, -0.072, -0.067, -0.308, 0.325, -0.272, -0.453, -0.218, -0.446, 0.242, -0.722, -0.028, -0.196, -0.204, -0.200, -0.071, 0.964, -0.326, -0.322, -0.323, -0.203, -0.436, -0.230, 0.216, 0.205, 0.209, 0.214, 0.207, 0.218, 0.214, 0.243, 0.238, 0.212, 0.219, 0.208, 0.222, 0.199, 0.209, 0.213, 0.210, 0.470, 0.200, 0.219, 0.232, 0.232, 0.212, 0.231, 0.214, 0.214], "e_homo_ev": -8.96, "smiles": "CCC(C)(C)n1nnnc1CN1CCC(O)(c2cccc(C(F)(F)F)c2)CC1", "total_energy_ev": -37775.5425, "gap_ha": 0.344, "de_lowest_ev": 0.072}



{"formula": "C14H26N2O18S3V", "method": "wB97M-V/def2-TZVPD", "elements": ["O", "V", "O", "N", "O", "O", "O", "N", "O", "O", "O", "C", "C", "O", "S", "O", "O", "O", "H", "H", "H", "H", "O", "S", "O", "O", "C", "C", "C", "H", "H", "H", "H", "H", "H", "H", "H", "O", "S", "O", "O", "C", "C", "C", "H", "H", "H", "H", "H", "H", "H", "H", "C", "C", "C", "C", "C", "C", "H", "H", "H", "H", "H", "H"], "xyz": [[-0.76026, -1.25215, -1.21447], [-1.57220, -0.19198, -0.25154], [-3.03505, 0.19609, -0.75917], [-1.85119, -2.13054, 2.35901], [-2.20670, -1.41144, 3.26710], [-2.16997, -1.97345, 1.20547], [-0.99396, -2.96899, 2.60251], [-0.15188, 2.54955, -1.82906], [0.77212, 2.07303, -2.52780], [-0.70230, 1.76608, -1.09406], [-0.58619, 3.64141, -1.98388], [2.49851, -0.77760, -4.04032], [1.78261, -1.23857, -2.68321], [2.63975, -2.12288, -2.10472], [4.09089, -2.26609, -2.83592], [4.17996, -3.50001, -3.58150], [5.17768, -1.94631, -1.93500], [3.84766, -0.92320, -3.82359], [2.28998, 0.27860, -4.21073], [2.16708, -1.30790, -4.93309], [0.82612, -1.71564, -2.89681], [1.65944, -0.36711, -2.04018], [-1.79003, 1.09224, 1.73806], [-1.57403, 1.73222, 3.02145], [-0.98275, 0.89595, 4.12231], [-0.54419, 3.00908, 2.86507], [-0.88791, 3.97200, 1.85897], [0.13004, 5.08452, 1.73855], [-3.13522, 2.63391, 3.70505], [-1.75958, 4.50311, 2.24134], [-1.29064, 3.49777, 0.96397], [-0.29009, 6.00720, 1.33822], [1.02393, 4.81047, 1.17823], [0.48111, 5.49724, 2.68433], [-3.37017, 3.51939, 3.11445], [-2.85006, 2.92678, 4.71551], [-3.87601, 1.85012, 3.86318], [1.16597, -0.83356, 3.25728], [1.64810, -0.50380, 1.91233], [0.68132, -0.27164, 0.80754], [2.64533, 0.79407, 2.00327], [2.57941, 1.73721, 3.08624], [3.50295, 1.24957, 4.20091], [2.94902, -1.69718, 1.32048], [1.57871, 1.74626, 3.51823], [2.82838, 2.69826, 2.63626], [3.10914, 0.26629, 4.45819], [3.51208, 1.94661, 5.03887], [4.52964, 1.18440, 3.84070], [3.27876, -1.32390, 0.35094], [2.60572, -2.72153, 1.17569], [3.66255, -1.51417, 2.12389], [-2.39682, -4.00476, -4.40061], [-3.42700, -3.31670, -5.01544], [-4.13729, -2.48829, -4.19516], [-3.89259, -2.38122, -2.85418], [-2.87871, -3.11573, -2.28226], [-2.16552, -4.00156, -3.04397], [-1.70171, -4.60357, -4.97038], [-3.68345, -3.34561, -6.06416], [-4.90320, -1.84997, -4.61029], [-4.23401, -1.48913, -2.35019], [-2.62359, -3.00243, -1.23896], [-1.41965, -4.60081, -2.54299]], "lowdin_spin": [0.009, -0.014, 0.004, -0.035, 0.320, 0.174, 0.545, 0.000, 0.000, 0.000, 0.000, 0.000, 0.000, 0.000, 0.000, 0.000, 0.000, 0.000, 0.000, 0.000, 0.000, 0.000, 0.000, 0.000, -0.001, 0.000, 0.000, 0.000, 0.000, 0.000, 0.000, 0.000, 0.000, 0.000, 0.000, 0.000, 0.000, -0.001, 0.000, 0.000, 0.000, 0.000, 0.000, 0.000, 0.000, 0.000, 0.000, 0.000, 0.000, 0.000, 0.000, 0.000, 0.000, 0.000, 0.000, 0.000, 0.000, 0.000, 0.000, 0.000, 0.000, 0.000, 0.000, 0.000], "spin_multiplicity": 2, "e_homo_ev": [-8.80, -8.80], "total_energy_ev": -112954.0464, "gap_ha": [0.247, 0.119], "s2": 0.7570}



{"formula": "C5H32O11S", "method": "wB97M-V/def2-TZVPD", "elements": ["C", "S", "C", "C", "C", "C", "O", "H", "H", "H", "H", "H", "H", "H", "H", "H", "H", "H", "H", "O", "H", "H", "O", "H", "H", "O", "H", "H", "O", "H", "H", "O", "H", "H", "O", "H", "H", "O", "H", "H", "O", "H", "H", "O", "H", "H", "O", "H", "H"], "xyz": [[0.16576, -0.38085, -3.81372], [0.43428, -1.75328, -2.57721], [1.64961, -1.35123, -1.37149], [1.33979, -1.28602, 0.14621], [0.84124, -2.61793, 0.66786], [0.68227, -2.66440, 2.18900], [0.08841, -1.50007, 2.73273], [1.02246, 0.28410, -4.05828], [-0.28121, -0.92704, -4.62951], [-0.40573, 0.37027, -3.36011], [2.47678, -2.02730, -1.53343], [2.23767, -0.43153, -1.59828], [2.20750, -0.83638, 0.63987], [0.46450, -0.57722, 0.17080], [1.51999, -3.34360, 0.11806], [-0.19105, -2.84399, 0.23719], [-0.02815, -3.46821, 2.54300], [1.61223, -2.89685, 2.60903], [0.77566, -0.76700, 2.56329], [1.57058, 2.81877, 1.90478], [2.37668, 3.01465, 1.47338], [0.99055, 3.64862, 1.84012], [-4.14181, -1.42522, 0.49453], [-3.22158, -0.93008, 0.83691], [-3.76057, -2.29293, 0.20548], [-1.89177, 2.23773, 1.74293], [-1.41692, 2.53925, 2.49335], [-1.94981, 1.28412, 1.59142], [-1.84970, -0.41844, 1.23091], [-1.17360, -1.00819, 1.57043], [-1.59451, -0.14156, 0.36832], [-3.05405, 0.81040, -0.92966], [-3.46947, 1.61978, -1.36539], [-3.80288, 0.23775, -0.71256], [-0.00273, 1.58256, -1.33470], [0.00373, 2.18252, -0.74025], [-0.72858, 0.99365, -1.04493], [3.61940, 2.40318, -1.14337], [2.92643, 1.66167, -1.27353], [4.15908, 2.06831, -0.37925], [1.66131, 0.41921, 2.94545], [1.24642, 1.37188, 2.62128], [1.76124, 0.64538, 3.84314], [0.57048, 4.13818, -0.83222], [0.11856, 4.36731, -1.68127], [1.36712, 3.63672, -1.00850], [-2.53847, -2.79326, -1.20966], [-1.60217, -2.43345, -1.11906], [-2.78494, -3.21997, -2.06310]], "nbo_charge": [-0.705, 0.156, -0.564, -0.416, -0.447, -0.071, -0.765, 0.225, 0.230, 0.231, 0.213, 0.218, 0.222, 0.189, 0.218, 0.195, 0.185, 0.161, 0.501, -0.963, 0.492, 0.514, -1.042, 0.484, 0.487, -0.991, 0.463, 0.503, -0.943, 0.516, 0.484, -1.003, 0.484, 0.516, -0.947, 0.467, 0.476, -0.955, 0.483, 0.474, -0.973, 0.521, 0.478, -0.970, 0.490, 0.484, -0.999, 0.497, 0.494], "e_homo_ev": -8.85, "smiles": "CSCCCCO.O.O.O.O.O.O.O.O.O.O", "total_energy_ev": -39059.8524, "gap_ha": 0.320, "de_lowest_ev": 1.785}